74
Properties=species:S:1:pos:R:3 method="wB97M-V/def2-TZVPD" total_energy_ha=-2998.3488 gap_ev=7.5 charge=0 e_above_lowest_kcal_mol=24.0 e_homo_ev=-7.4
Pt 2.097 -1.073 -0.693
S 6.237 -1.637 1.153
C 6.384 -1.652 -0.546
C 5.179 -1.488 -1.159
C 4.085 -1.335 -0.250
C 4.532 -1.410 1.045
C 3.681 -1.368 2.249
C 4.197 -1.353 3.546
C 3.322 -1.378 4.615
C 1.954 -1.431 4.373
C 1.534 -1.425 3.054
N 2.369 -1.373 2.020
H 7.352 -1.773 -1.004
H 5.069 -1.464 -2.234
H 5.267 -1.332 3.706
H 3.701 -1.368 5.628
H 1.234 -1.467 5.177
H 0.475 -1.449 2.815
Te 3.099 1.789 -0.371
C 2.673 3.743 -1.026
C 2.131 4.009 -2.278
C 1.862 5.321 -2.648
C 2.144 6.362 -1.776
C 2.692 6.093 -0.530
C 2.963 4.785 -0.152
C 1.330 1.832 0.829
C 1.406 1.670 2.206
C 0.256 1.772 2.981
C -0.962 2.058 2.386
C -1.032 2.240 1.010
C 0.110 2.122 0.230
H 1.914 3.199 -2.962
H 1.436 5.528 -3.621
H 1.942 7.384 -2.069
H 2.918 6.904 0.151
H 3.384 4.577 0.823
H 2.360 1.475 2.679
H 0.319 1.624 4.051
H -1.854 2.146 2.994
H -1.979 2.475 0.538
H 0.044 2.263 -0.842
F 2.192 -3.523 -2.042
C 1.909 -3.008 -0.821
F 0.606 -3.388 -0.572
F 2.645 -3.735 0.049
C -4.874 -0.280 -3.258
C -3.928 -1.393 -3.695
C -2.478 -1.134 -3.321
N -2.344 -1.161 -1.867
C -1.195 -1.000 -1.228
S 0.232 -0.592 -2.038
N -1.136 -1.141 0.137
C -2.068 -1.386 1.135
O -1.728 -1.294 2.292
C -3.468 -1.775 0.774
C -4.502 -0.878 1.010
C -5.806 -1.241 0.706
C -6.075 -2.501 0.188
C -5.042 -3.406 -0.021
C -3.734 -3.045 0.271
H -5.887 -0.464 -3.613
H -4.547 0.682 -3.654
H -4.923 -0.190 -2.171
H -3.973 -1.521 -4.778
H -4.245 -2.345 -3.256
H -2.153 -0.157 -3.686
H -1.809 -1.882 -3.754
H -3.142 -1.500 -1.351
H -0.195 -0.969 0.498
H -4.281 0.096 1.426
H -6.612 -0.542 0.879
H -7.093 -2.782 -0.046
H -5.253 -4.392 -0.411
H -2.922 -3.744 0.113